C15H33BBr10O5PS2 | ωB97M-V/def2-TZVPD

Results
Multiplicity ... 1
Frontier orbital gap ... 7.7696 eV
HOMO ... -11.76 eV
Total charge ... +1

Last column: natural (NBO) charge in e.
Geometry (Å):
C1 5.921 -1.110 2.472  -0.736
C2 4.868 -2.166 2.084  0.802
O1 4.828 -3.150 2.695  -0.510
O2 3.979 -1.918 1.052  -0.544
C3 3.171 -0.767 1.371  -0.083
C4 2.092 -0.568 0.307  -0.460
C5 0.785 -1.366 0.566  -0.581
S1 -0.634 -0.369 1.111  0.906
O3 -1.217 -1.188 2.423  -0.809
B1 -2.673 -1.183 2.414  1.241
O4 -3.398 -0.038 2.206  -0.928
O5 -3.284 -2.377 2.693  -0.880
P1 -0.040 1.582 1.885  0.592
S2 -1.148 2.947 1.063  -0.443
H1 5.349 -0.236 2.831  0.219
H2 6.507 -0.762 1.613  0.241
H3 6.533 -1.470 3.298  0.254
H4 2.773 -0.931 2.388  0.180
H5 3.830 0.115 1.332  0.201
H6 2.498 -0.943 -0.646  0.286
H7 1.936 0.505 0.135  0.223
H8 0.994 -2.168 1.292  0.287
H9 0.480 -1.877 -0.359  0.273
H10 -4.255 -0.305 1.820  0.514
H11 -4.099 -2.454 2.174  0.511
H12 -0.379 1.548 3.266  0.043
H13 1.339 1.856 1.742  0.032
Br1 -2.773 -1.408 -0.165  0.015
C6 -2.723 -0.678 -1.979  -0.414
C7 -3.591 -1.481 -2.908  -0.465
Br2 -2.734 -3.155 -3.399  0.016
H14 -1.679 -0.651 -2.282  0.233
H15 -3.096 0.342 -1.885  0.244
H16 -3.736 -0.944 -3.844  0.249
H17 -4.557 -1.730 -2.481  0.241
Br3 4.377 -2.022 -2.659  -0.019
C8 4.713 -0.467 -3.785  -0.452
C9 5.301 0.666 -2.989  -0.437
Br4 3.936 1.557 -1.918  -0.055
H18 3.772 -0.213 -4.263  0.230
H19 5.419 -0.808 -4.540  0.247
H20 5.691 1.437 -3.650  0.246
H21 6.084 0.351 -2.307  0.241
Br5 -6.333 4.010 -0.593  -0.001
C10 -6.563 3.580 1.291  -0.456
C11 -5.629 2.481 1.720  -0.436
Br6 -6.252 0.739 1.099  -0.024
H22 -7.611 3.332 1.434  0.235
H23 -6.335 4.501 1.824  0.241
H24 -5.601 2.403 2.805  0.236
H25 -4.618 2.608 1.343  0.240
Br7 8.437 -0.307 -4.527  -0.022
C12 8.771 1.249 -5.652  -0.443
C13 9.359 2.387 -4.860  -0.446
Br8 8.005 3.284 -3.786  -0.019
H26 7.829 1.503 -6.130  0.231
H27 9.476 0.906 -6.408  0.238
H28 9.748 3.154 -5.527  0.237
H29 10.144 2.070 -4.179  0.237
Br9 -7.132 -1.932 3.543  -0.036
C14 -8.865 -1.169 3.084  -0.439
C15 -9.743 -1.032 4.299  -0.458
Br10 -10.484 -2.748 4.838  0.004
H30 -9.297 -1.802 2.314  0.236
H31 -8.642 -0.190 2.661  0.227
H32 -10.605 -0.405 4.076  0.235
H33 -9.218 -0.629 5.160  0.233

C15H33F2N5O5PSSi2 | ωB97M-V/def2-TZVPD

Results
Multiplicity ... 1
Frontier orbital gap ... 4.0177 eV
HOMO ... -2.28 eV
Total charge ... -1

Last column: natural (NBO) charge in e.
Geometry (Å):
C1 -4.473 1.755 1.639  -0.140
C2 -3.291 1.764 1.845  -0.541
Si1 -1.482 1.586 2.106  1.880
C3 -1.112 0.170 3.272  -0.907
C4 0.422 -0.037 3.318  -0.429
C5 0.963 -0.423 4.697  -0.050
O1 1.119 -1.818 4.857  -0.547
C6 2.285 -2.340 4.236  -0.255
C7 -0.934 3.194 2.900  -0.696
N1 -1.315 4.372 2.100  -0.635
C8 -0.328 4.756 1.083  -0.421
O2 -0.591 1.466 0.694  -1.252
Si2 -0.877 0.446 -0.546  1.850
C9 -0.949 -1.373 -0.104  -0.992
C10 -2.279 -2.079 -0.314  0.433
N2 -2.662 -2.120 -1.728  -0.866
N3 -2.066 -3.473 0.176  -0.854
N4 -3.338 -1.473 0.470  -0.856
P1 -2.579 1.278 -1.792  0.352
S1 -2.672 3.228 -1.499  -0.619
N5 0.511 0.560 -1.670  -0.960
C11 0.839 1.893 -2.070  0.973
O3 0.564 2.360 -3.111  -0.478
F1 1.485 2.598 -1.135  -0.317
C12 1.630 -0.179 -1.159  0.965
O4 1.992 -1.202 -1.594  -0.464
F2 2.203 0.379 -0.076  -0.324
H1 -5.495 1.806 1.335  0.229
H2 -1.628 -0.745 2.990  0.235
H3 -1.461 0.455 4.262  0.239
H4 0.891 0.915 3.058  0.200
H5 0.752 -0.743 2.562  0.217
H6 1.923 0.081 4.840  0.161
H7 0.299 -0.073 5.482  0.182
H8 2.784 -1.594 3.622  0.174
H9 2.955 -2.700 5.014  0.177
H10 2.009 -3.178 3.600  0.186
H11 0.141 3.209 3.061  0.219
H12 -1.401 3.261 3.886  0.213
H13 -2.199 4.206 1.638  0.365
H14 -0.679 4.575 0.070  0.209
H15 0.615 4.235 1.218  0.187
H16 -0.116 5.823 1.165  0.181
H17 -0.235 -1.897 -0.745  0.270
H18 -0.609 -1.562 0.911  0.271
H19 -3.491 -1.578 -1.918  0.363
H20 -1.909 -1.841 -2.342  0.381
H21 -1.495 -3.951 -0.511  0.366
H22 -2.977 -3.917 0.162  0.351
H23 -3.323 -1.914 1.383  0.378
H24 -4.240 -1.725 0.080  0.358
H25 -3.784 0.633 -1.471  -0.002
H26 -2.275 1.037 -3.141  0.035
C13 2.831 -0.877 -4.889  -0.634
C14 3.487 -2.174 -5.425  0.136
C15 5.017 -2.035 -5.234  -0.635
O5 3.178 -2.375 -6.723  -0.956
H27 3.162 -0.010 -5.466  0.184
H28 1.742 -0.945 -4.964  0.186
H29 3.084 -0.697 -3.830  0.150
H30 3.171 -2.984 -4.706  0.049
H31 5.395 -1.197 -5.825  0.182
H32 5.520 -2.946 -5.566  0.189
H33 5.295 -1.862 -4.179  0.154

C15H34AlIO4PS | ωB97M-V/def2-TZVPD

Results
Multiplicity ... 1
Frontier orbital gap ... 7.9740 eV
HOMO ... -5.59 eV
Total charge ... -1

Last column: natural (NBO) charge in e.
Geometry (Å):
C1 -2.537 -4.312 -0.984  -0.598
C2 -1.398 -3.544 -1.669  -0.395
C3 -1.953 -2.386 -2.494  -0.417
C4 -0.865 -1.495 -3.141  -0.044
O1 0.403 -2.090 -3.181  -0.967
Al1 1.637 -1.493 -2.070  2.015
C5 3.354 -2.292 -2.707  -1.039
C6 3.955 -3.349 -1.761  -0.400
C7 4.403 -4.668 -2.398  -0.506
S1 5.444 -4.550 -3.870  -0.094
O2 1.594 0.298 -1.809  -0.952
C8 0.986 0.442 -0.546  -0.089
C9 1.662 -0.627 0.309  -0.282
P1 1.186 -0.688 2.080  0.997
O3 2.216 -1.874 2.551  -1.011
I1 2.389 1.320 2.869  -0.257
O4 1.376 -1.854 -0.292  -0.969
H1 -3.273 -4.633 -1.722  0.187
H2 -3.036 -3.661 -0.266  0.192
H3 -2.151 -5.184 -0.460  0.198
H4 -0.739 -3.152 -0.895  0.221
H5 -0.850 -4.229 -2.311  0.202
H6 -2.562 -1.763 -1.836  0.186
H7 -2.586 -2.814 -3.275  0.179
H8 -0.838 -0.530 -2.622  0.149
H9 -1.183 -1.270 -4.165  0.145
H10 3.171 -2.678 -3.710  0.210
H11 4.055 -1.459 -2.811  0.216
H12 3.195 -3.628 -1.025  0.201
H13 4.776 -2.924 -1.184  0.194
H14 3.536 -5.301 -2.580  0.200
H15 5.037 -5.205 -1.690  0.208
H16 4.901 -3.468 -4.432  0.134
H17 0.984 1.457 -0.147  0.169
H18 -0.058 0.091 -0.619  0.140
H19 2.741 -0.393 0.269  0.176
H20 2.288 -2.511 1.831  0.509
C10 -1.841 1.905 2.401  -0.615
C11 -1.123 3.199 2.032  -0.406
C12 -1.025 4.194 3.186  -0.398
C13 -2.369 4.695 3.720  -0.395
C14 -3.265 5.363 2.679  -0.398
C15 -2.650 6.614 2.060  -0.609
H21 -2.882 2.083 2.680  0.190
H22 -1.841 1.209 1.561  0.217
H23 -1.342 1.410 3.237  0.209
H24 -1.616 3.660 1.171  0.188
H25 -0.111 2.952 1.708  0.218
H26 -0.417 5.046 2.869  0.195
H27 -0.476 3.725 4.008  0.206
H28 -2.178 5.406 4.531  0.192
H29 -2.913 3.862 4.174  0.200
H30 -4.211 5.632 3.157  0.194
H31 -3.516 4.650 1.889  0.198
H32 -2.412 7.352 2.830  0.196
H33 -3.339 7.079 1.353  0.204
H34 -1.732 6.385 1.518  0.206

C15H34AsN9O3PS4W | ωB97M-V/def2-TZVPD

Results
Multiplicity ... 1
Relative energy (zero: lowest compared OMol25 entry of this formula, charge and spin) ... 132.6 kJ/mol
Frontier orbital gap ... 6.1388 eV
HOMO ... -17.89 eV
Total charge ... +3

Last column: natural (NBO) charge in e.
Geometry (Å):
W1 0.688 -0.322 1.491  1.283
N1 0.153 -2.030 4.527  -0.522
C1 0.504 -0.735 4.457  0.546
N2 0.089 0.314 5.161  -0.238
N3 0.404 1.376 4.442  0.069
N4 1.094 1.042 3.383  -0.141
N5 1.234 -0.305 3.405  -0.403
C2 -0.071 -2.700 3.340  0.498
N6 -0.767 -3.800 3.296  -0.272
N7 -0.919 -4.057 1.985  0.045
N8 -0.371 -3.194 1.253  -0.092
N9 0.271 -2.258 2.089  -0.484
H1 -0.327 -2.385 5.349  0.479
C3 6.006 0.434 0.398  -0.944
As1 4.233 0.451 -0.320  1.495
C4 4.104 -0.881 -1.697  -0.957
C5 3.845 2.196 -1.001  -0.951
S1 3.042 0.040 1.518  -0.197
H2 6.691 0.688 -0.412  0.284
H3 6.223 -0.562 0.782  0.282
H4 6.076 1.171 1.196  0.283
H5 4.972 -0.735 -2.344  0.289
H6 3.197 -0.753 -2.282  0.259
H7 4.155 -1.875 -1.256  0.281
H8 4.542 2.393 -1.818  0.285
H9 3.996 2.927 -0.208  0.285
H10 2.818 2.231 -1.352  0.248
C6 -2.751 -0.931 -3.685  -0.654
C7 -2.381 -1.535 -2.365  0.160
C8 -1.519 -2.763 -2.438  -0.676
O1 -1.677 -0.436 -1.512  -0.876
P1 -0.204 -0.010 -1.425  1.901
S2 0.931 -1.494 -0.515  -0.034
S3 -0.059 1.453 0.004  -0.256
O2 0.457 0.362 -2.756  -0.872
C9 0.503 1.726 -3.468  0.153
C10 -0.892 2.184 -3.802  -0.656
C11 1.402 1.507 -4.651  -0.641
H11 -3.410 -1.639 -4.193  0.269
H12 -1.877 -0.783 -4.318  0.218
H13 -3.299 0.001 -3.566  0.241
H14 -3.251 -1.691 -1.733  0.219
H15 -0.622 -2.593 -3.038  0.217
H16 -2.096 -3.534 -2.951  0.280
H17 -1.256 -3.151 -1.454  0.240
H18 0.961 2.378 -2.724  0.188
H19 -1.357 1.534 -4.540  0.240
H20 -0.825 3.183 -4.233  0.270
H21 -1.528 2.251 -2.918  0.217
H22 0.963 0.797 -5.351  0.244
H23 2.387 1.152 -4.350  0.218
H24 1.526 2.459 -5.169  0.263
C12 -1.844 3.217 2.828  -0.629
C13 -2.648 1.990 3.224  -0.573
S4 -2.551 0.676 2.000  1.250
O3 -1.152 -0.026 2.260  -0.941
C14 -3.655 -0.551 2.705  -0.560
C15 -3.786 -1.761 1.796  -0.630
H25 -1.982 3.972 3.601  0.276
H26 -2.189 3.636 1.884  0.232
H27 -0.777 3.009 2.771  0.217
H28 -3.719 2.215 3.255  0.273
H29 -2.353 1.559 4.183  0.264
H30 -4.601 -0.021 2.836  0.273
H31 -3.249 -0.788 3.692  0.253
H32 -4.230 -1.486 0.840  0.228
H33 -4.443 -2.485 2.276  0.275
H34 -2.828 -2.251 1.621  0.214